{"formula": "C2H7N3O2", "method": "ωB97M-V/def2-TZVPD", "elements": ["C", "N", "C", "N", "O", "O", "N", "H", "H", "H", "H", "H", "H", "H"], "xyz": [[-1.47255, 0.02570, -0.76832], [-0.52379, 0.91810, 0.80057], [-0.08541, -0.17117, -0.39756], [0.29102, -1.40997, 0.17249], [2.04930, 0.08827, -1.07609], [-0.34784, 0.77393, 2.20528], [0.69673, 0.43282, -1.33738], [2.52554, 0.55672, -1.77024], [0.24441, 0.01103, 2.29302], [-0.44243, 1.90109, 0.53954], [1.28052, -1.49647, 0.34911], [-0.29779, -1.74601, 0.91966], [-1.69291, 0.79423, -1.49343], [-2.22480, -0.67826, -0.43665]], "forces_ev_per_a": [[0.458, 0.004, 0.657], [-0.041, -0.654, 0.190], [-0.146, -0.032, -0.751], [-0.034, 0.365, 0.004], [-0.135, 0.056, 0.076], [-0.280, 0.211, -0.226], [0.085, -0.099, 0.080], [-0.090, -0.050, 0.086], [-0.013, 0.106, -0.165], [0.219, -0.083, 0.039], [-0.019, 0.046, -0.001], [0.035, 0.024, -0.020], [-0.036, -0.020, 0.049], [-0.002, 0.126, -0.017]], "orbital_gap_ev": [6.6, 8.1], "homo_ev": [-7.0, -8.0], "multiplicity": 1, "de_lowest_kj_mol": 812.1, "energy_ev": -10745.65855, "mol_weight_g_mol": 105.10}


{"formula": "C7H8BrNO2", "method": "ωB97M-V/def2-TZVPD", "elements": ["C", "C", "C", "C", "C", "C", "C", "N", "O", "O", "Br", "H", "H", "H", "H", "H", "H", "H", "H"], "xyz": [[-0.25485, -2.00587, -0.56351], [-1.71945, -1.76948, -0.55855], [0.86231, -1.24903, -0.54530], [-2.44886, -0.72803, -0.23124], [0.90974, 0.20876, -0.98775], [0.64525, 1.03706, 0.24148], [1.43321, 1.01684, 1.49483], [-0.45317, 1.80124, 0.13874], [-1.01500, 2.29398, 1.07457], [-0.91260, 1.97921, -1.05343], [-3.15901, 0.82074, 0.32587], [-0.11675, -3.02377, -0.47647], [-2.39515, -2.54848, -0.77635], [1.75159, -1.91950, -0.38075], [1.87770, 0.25353, -1.42697], [0.01077, 0.60071, -1.64410], [1.87713, 0.12373, 1.63164], [0.91379, 1.38083, 2.25662], [2.19338, 1.72753, 1.48067]], "forces_ev_per_a": [[-0.437, 1.547, 0.481], [0.589, 2.160, 0.149], [-1.274, -1.652, -0.800], [-0.291, 0.762, 0.226], [-1.819, -0.198, 0.866], [1.893, -1.241, -0.463], [-0.614, 0.932, -3.508], [-0.939, 0.753, -3.686], [-0.265, 1.309, 2.498], [0.172, 0.569, 1.269], [-0.341, -1.045, -0.191], [0.634, -2.204, 0.365], [-0.142, -1.665, -0.534], [-0.458, 1.462, -0.334], [0.790, 1.060, -0.476], [2.178, -1.568, 0.637], [1.240, -3.157, 0.710], [-2.732, 0.776, 3.524], [1.816, 1.401, -0.733]], "orbital_gap_ev": [5.7, 9.0], "homo_ev": [-7.5, -8.6], "multiplicity": 1, "de_lowest_kj_mol": 899.5, "energy_ev": -83006.61609, "mol_weight_g_mol": 218.05}